1:
{
  "formula": "C2H6O2S",
  "method": "ωB97M-V/def2-TZVPD",
  "elements": ["O", "C", "O", "H", "H", "C", "S", "H", "H", "H", "H"],
  "xyz": [[-1.75, -1.00, 1.04], [-1.05, -1.37, 1.93], [-0.08, -0.61, 2.49], [-1.11, -2.32, 2.46], [-0.23, 0.30, 2.17], [1.18, 0.61, -1.71], [0.01, 1.87, -1.13], [0.68, -0.34, -1.55], [1.34, 0.76, -2.77], [2.12, 0.66, -1.18], [-1.08, 1.43, -1.76]],
  "mulliken_charge": [-0.446, 0.215, -0.419, 0.325, 0.330, -0.703, -0.223, 0.237, 0.292, 0.268, 0.122],
  "homo_ha": -0.3314,
  "total_charge": 0
}

2:
{
  "formula": "C2H6O2S",
  "method": "ωB97M-V/def2-TZVPD",
  "elements": ["C", "C", "O", "O", "S", "H", "H", "H", "H", "H", "H"],
  "xyz": [[0.63, 0.50, -0.60], [-0.49, -0.39, 0.18], [-1.55, 0.23, 0.76], [-0.89, -1.53, -0.51], [1.36, 1.90, 0.36], [0.23, 0.85, -1.57], [1.58, -0.17, -0.85], [0.27, -0.99, 1.17], [-1.94, -0.57, 1.06], [-1.60, -1.17, -1.03], [2.41, 1.34, 1.03]],
  "mulliken_charge": [-0.590, 0.150, -0.484, -0.450, -0.190, 0.310, 0.271, 0.171, 0.372, 0.309, 0.131],
  "homo_ha": -0.3377,
  "total_charge": 0
}

3:
{
  "formula": "C2H6O2S",
  "method": "ωB97M-V/def2-TZVPD",
  "elements": ["O", "C", "O", "H", "H", "C", "S", "H", "H", "H", "H"],
  "xyz": [[-1.31, 1.81, 2.39], [-0.42, 1.11, 2.02], [0.25, 1.31, 0.86], [-0.02, 0.29, 2.62], [0.19, 0.56, 0.24], [-0.35, -0.85, -2.31], [0.94, -1.39, -1.14], [0.12, -0.09, -2.92], [-0.63, -1.73, -2.88], [-1.20, -0.38, -1.86], [0.23, -2.14, -0.28]],
  "mulliken_charge": [-0.415, 0.195, -0.382, 0.307, 0.255, -0.710, -0.274, 0.282, 0.284, 0.308, 0.150],
  "homo_ha": -0.3628,
  "total_charge": 0
}

Which of them is the least stable? Correct choice: 2.

1:
{
  "formula": "CH4NOP",
  "method": "ωB97M-V/def2-TZVPD",
  "elements": ["C", "N", "O", "P", "H", "H", "H", "H"],
  "xyz": [[1.51, 0.13, -0.95], [0.47, -0.02, -0.26], [0.28, -0.62, 0.88], [-1.75, -0.23, 1.53], [1.39, 0.60, -1.82], [2.39, -0.30, -0.76], [-2.27, -0.66, 0.30], [-2.03, 1.10, 1.08]],
  "mulliken_charge": [-0.382, -0.158, -0.407, 0.164, 0.278, 0.318, 0.094, 0.092],
  "homo_ha": -0.3166,
  "total_charge": 0
}

2:
{
  "formula": "CH4NOP",
  "method": "ωB97M-V/def2-TZVPD",
  "elements": ["O", "C", "N", "P", "H", "H", "H", "H"],
  "xyz": [[-1.66, 0.36, 0.51], [-0.57, 0.90, 0.72], [0.63, 0.43, 0.12], [0.63, -1.05, -1.06], [-0.42, 1.75, 1.27], [1.43, 0.95, -0.02], [0.68, -2.15, -0.19], [-0.71, -1.19, -1.34]],
  "mulliken_charge": [-0.529, 0.067, -0.326, -0.006, 0.402, 0.278, 0.052, 0.062],
  "homo_ha": -0.3577,
  "total_charge": 0
}

Which of them is the least stable? Correct choice: 1.

1:
{
  "formula": "C2H5ClN2O",
  "method": "ωB97M-V/def2-TZVPD",
  "elements": ["O", "C", "N", "N", "C", "Cl", "H", "H", "H", "H", "H"],
  "xyz": [[1.24, 1.54, 0.01], [0.27, 0.66, -0.49], [0.72, -0.81, -0.59], [-0.43, -1.28, 0.15], [-0.77, 0.11, 0.53], [-2.53, 0.42, 0.03], [1.51, 1.02, 0.83], [-0.28, 1.14, -1.42], [0.99, -1.20, -1.54], [-0.30, -1.93, 0.93], [-0.41, 0.36, 1.54]],
  "mulliken_charge": [-0.500, -0.173, -0.348, -0.362, 0.171, -0.217, 0.365, 0.320, 0.245, 0.237, 0.261],
  "homo_ha": -0.3179,
  "total_charge": 0
}

2:
{
  "formula": "C2H5ClN2O",
  "method": "ωB97M-V/def2-TZVPD",
  "elements": ["C", "O", "N", "N", "C", "Cl", "H", "H", "H", "H", "H"],
  "xyz": [[-1.79, 0.51, -0.27], [-0.65, 0.40, 0.60], [0.46, 0.16, -0.26], [0.87, -1.20, -0.11], [1.60, -0.16, 0.45], [3.19, 0.30, -0.13], [-2.53, 1.19, 0.36], [-2.03, -0.54, -0.35], [-1.62, 1.11, -1.14], [1.04, -1.76, -0.92], [1.45, -0.02, 1.76]],
  "mulliken_charge": [-0.489, -0.206, -0.160, -0.466, 0.244, -0.170, 0.188, 0.268, 0.267, 0.229, 0.296],
  "homo_ha": -0.3675,
  "total_charge": 0
}

Which of them is the least stable? Correct choice: 2.

1:
{
  "formula": "C2FN3",
  "method": "ωB97M-V/def2-TZVPD",
  "elements": ["C", "C", "N", "N", "N", "F"],
  "xyz": [[-1.63, -0.04, -0.07], [1.87, 0.18, -0.26], [-0.46, 0.48, 0.29], [0.73, 0.12, 0.06], [-2.72, -0.45, -0.09], [2.98, -0.34, 0.07]],
  "mulliken_charge": [0.414, 0.225, -0.674, 0.548, -0.376, -0.137],
  "homo_ha": [-0.3616, -0.3616],
  "total_charge": 0
}

2:
{
  "formula": "C2FN3",
  "method": "ωB97M-V/def2-TZVPD",
  "elements": ["C", "C", "N", "N", "N", "F"],
  "xyz": [[1.72, 0.04, 0.07], [-1.74, 0.05, -0.38], [2.67, 0.70, 0.01], [-0.58, -0.33, -0.05], [0.76, -0.82, 0.14], [-2.83, 0.36, 0.21]],
  "mulliken_charge": [0.469, 0.360, -0.356, 0.180, -0.539, -0.114],
  "homo_ha": [-0.3714, -0.3615],
  "total_charge": 0
}

Which of them is the least stable? Correct choice: 2.

1:
{
  "formula": "C4H12S",
  "method": "ωB97M-V/def2-TZVPD",
  "elements": ["C", "S", "C", "H", "H", "H", "H", "H", "H", "C", "C", "H", "H", "H", "H", "H", "H"],
  "xyz": [[1.94, 1.96, -1.50], [1.06, 2.48, -0.02], [-0.71, 2.34, -0.21], [2.68, 2.72, -1.73], [2.49, 1.05, -1.27], [1.29, 1.80, -2.35], [-1.11, 3.24, 0.27], [-1.27, 1.61, 0.36], [-1.12, 2.38, -1.22], [-0.65, -1.97, 0.31], [-0.71, -2.84, 1.56], [-0.22, -2.57, -0.49], [-1.63, -1.66, -0.02], [0.01, -1.14, 0.53], [-1.18, -3.82, 1.44], [-1.18, -2.44, 2.46], [0.30, -3.12, 1.88]],
  "mulliken_charge": [-0.762, -0.091, -0.872, 0.293, 0.253, 0.263, 0.308, 0.285, 0.320, -0.613, -0.965, 0.277, 0.277, 0.149, 0.295, 0.306, 0.277],
  "homo_ha": -0.3079,
  "total_charge": 0
}

2:
{
  "formula": "C4H12S",
  "method": "ωB97M-V/def2-TZVPD",
  "elements": ["C", "S", "C", "H", "H", "H", "H", "H", "H", "C", "C", "H", "H", "H", "H", "H", "H"],
  "xyz": [[1.69, -1.11, -0.10], [0.78, -2.04, 1.23], [2.25, -2.61, 2.21], [1.10, -0.28, -0.53], [2.48, -0.77, 0.20], [1.86, -1.75, -1.03], [2.83, -3.35, 1.58], [1.79, -3.02, 3.03], [2.80, -1.65, 2.46], [-2.47, 1.72, -0.49], [-2.01, 2.44, -1.74], [-3.49, 1.62, -0.43], [-2.02, 0.68, -0.27], [-1.95, 2.26, 0.35], [-2.48, 2.05, -2.64], [-2.17, 3.50, -1.79], [-1.00, 2.31, -2.04]],
  "mulliken_charge": [-0.823, -0.054, -0.798, 0.224, 0.354, 0.265, 0.253, 0.321, 0.258, -0.678, -0.944, 0.329, 0.161, 0.228, 0.293, 0.292, 0.320],
  "homo_ha": -0.3136,
  "total_charge": 0
}

Which of them is the least stable? Correct choice: 2.

1:
{
  "formula": "C4H5N",
  "method": "ωB97M-V/def2-TZVPD",
  "elements": ["C", "C", "C", "C", "N", "H", "H", "H", "H", "H"],
  "xyz": [[1.98, -0.57, 0.97], [0.86, -0.37, 0.62], [-0.41, -0.36, -0.01], [-0.80, 0.36, -1.26], [-1.13, 0.90, 0.00], [2.90, -0.71, 1.55], [-0.96, -1.26, 0.06], [-1.62, -0.19, -1.78], [-0.04, 0.84, -1.87], [-2.13, 0.66, 0.12]],
  "mulliken_charge": [0.170, -0.811, 0.036, -0.363, -0.570, 0.395, 0.374, 0.242, 0.268, 0.259],
  "homo_ha": -0.3530,
  "total_charge": 0
}

2:
{
  "formula": "C4H5N",
  "method": "ωB97M-V/def2-TZVPD",
  "elements": ["H", "N", "C", "C", "C", "C", "H", "H", "H", "H"],
  "xyz": [[-1.94, 1.29, -0.11], [-2.05, 0.31, -0.25], [-0.93, -0.25, -0.20], [0.45, 0.72, 0.00], [-0.56, -1.62, -0.17], [-0.24, -2.69, 0.31], [0.09, 1.34, 0.68], [0.77, 1.27, -0.91], [1.32, -0.02, 0.12], [0.09, -3.63, 0.32]],
  "mulliken_charge": [0.252, -0.650, 0.738, -1.088, -0.460, -0.233, 0.419, 0.287, 0.292, 0.443],
  "homo_ha": -0.3619,
  "total_charge": 0
}

Which of them is the least stable? Correct choice: 2.